55
Properties=species:S:1:pos:R:3:lowdin_charge:R:1 method="wB97M-V/def2-TZVPD" total_energy_ha=-2669.40606 lumo_ev=0.4 orbital_gap_ev=10.42 smiles="FC(F)C(F)(F)COC(F)(F)C(F)F.FC(F)C(F)(F)COC(F)(F)C(F)F.C#CCCCOC(=O)OC#C" homo_energy_ev=-10.1 relative_energy_kcal_mol=0.00
C -3.081 6.592 -1.203 0.1136
C -3.651 5.651 -1.684 -0.1478
C -4.357 4.514 -2.266 -0.1997
C -5.036 3.589 -1.243 -0.1609
C -4.081 2.631 -0.550 -0.1505
O -2.891 3.316 -0.115 0.0366
C -1.779 2.577 -0.091 -0.5313
O -1.135 2.337 0.879 0.1786
O -1.466 2.142 -1.360 0.1018
C -0.276 1.571 -1.484 -0.1723
C 0.793 1.077 -1.680 0.1588
H -2.605 7.526 -1.017 0.0253
H -5.123 4.912 -2.935 0.1177
H -3.691 3.916 -2.895 0.1226
H -5.602 4.177 -0.520 0.1208
H -5.759 2.969 -1.778 0.1184
H -4.571 2.202 0.327 0.1305
H -3.846 1.801 -1.219 0.1328
H 1.670 0.576 -2.009 0.0224
C 4.228 -2.680 -1.551 -0.0410
C 3.164 -2.196 -2.546 -0.4366
C 2.471 -3.245 -3.420 -0.3066
F 3.351 -3.870 -4.222 0.1008
F 1.558 -2.621 -4.199 0.0999
F 3.664 -1.205 -3.314 0.1345
F 2.163 -1.651 -1.787 0.0781
O 5.584 -2.546 -1.930 0.0508
C 6.242 -3.518 -2.639 -0.5449
C 6.728 -2.998 -3.997 -0.2866
F 5.689 -2.571 -4.740 0.1024
F 7.337 -4.008 -4.656 0.1018
F 5.509 -4.637 -2.767 0.1528
F 7.350 -3.844 -1.937 0.1451
H 4.129 -2.011 -0.698 0.1505
H 4.005 -3.683 -1.186 0.1483
H 1.956 -3.982 -2.798 0.1739
H 7.431 -2.177 -3.854 0.1756
C -0.962 -0.419 2.846 -0.0420
C -2.495 -0.454 2.891 -0.4382
C -3.199 0.644 3.691 -0.3029
F -2.873 0.584 4.996 0.1005
F -4.539 0.465 3.584 0.0917
F -2.927 -1.670 3.285 0.1359
F -2.913 -0.273 1.600 0.0918
O -0.252 -1.289 3.711 0.0508
C 0.076 -0.931 4.991 -0.5476
C -0.577 -1.859 6.023 -0.2874
F -1.918 -1.822 5.914 0.1023
F -0.238 -1.439 7.263 0.0992
F -0.192 0.360 5.247 0.1563
F 1.413 -1.098 5.123 0.1396
H -0.710 -0.783 1.851 0.1497
H -0.592 0.605 2.895 0.1389
H -2.943 1.630 3.293 0.1709
H -0.231 -2.884 5.877 0.1743